(1)
{
  "formula": "C46H59F49N3O7P",
  "method": "ωB97M-V/def2-TZVPD",
  "symbols": ["H", "N", "C", "N", "N", "C", "C", "C", "C", "P", "C", "C", "C", "C", "C", "C", "C", "C", "C", "C", "C", "O", "F", "H", "H", "H", "H", "H", "H", "H", "H", "H", "H", "H", "H", "H", "H", "H", "H", "H", "H", "H", "H", "H", "H", "H", "H", "H", "H", "H", "H", "H", "H", "H", "H", "H", "H", "F", "C", "F", "C", "F", "F", "C", "O", "C", "F", "F", "C", "F", "F", "H", "H", "H", "H", "F", "C", "F", "C", "F", "F", "C", "O", "C", "F", "F", "C", "F", "F", "H", "H", "H", "H", "F", "C", "F", "C", "F", "F", "C", "O", "C", "F", "F", "C", "F", "F", "H", "H", "H", "H", "F", "C", "F", "C", "F", "F", "C", "O", "C", "F", "F", "C", "F", "F", "H", "H", "H", "H", "F", "C", "F", "C", "F", "F", "C", "O", "C", "F", "F", "C", "F", "F", "H", "H", "H", "H", "F", "C", "F", "C", "F", "F", "C", "O", "C", "F", "F", "C", "F", "F", "H", "H", "H", "H"],
  "positions_angstrom": [[3.9694, -2.5624, 2.9585], [3.2506, -3.2713, 3.0921], [3.7495, -4.4182, 2.8766], [5.1307, -4.5760, 2.5550], [2.9166, -5.5728, 2.9985], [3.0959, -6.5472, 1.8938], [1.7911, -6.9647, 1.2313], [0.7410, -5.8758, 1.0355], [1.2114, -4.5115, 0.5182], [2.4447, -4.5240, -0.9213], [1.8043, -2.9567, -1.6395], [0.7231, -3.2107, -2.7016], [0.8530, -2.3033, -3.9214], [1.0271, -0.8163, -3.6168], [-0.2773, -0.0212, -3.6462], [-1.2188, -0.3240, -2.4690], [-1.4773, 0.8538, -1.5441], [-0.2035, 1.4678, -0.9637], [0.3070, 2.6862, -1.7737], [3.7649, -4.7867, -2.4148], [3.4214, -6.0172, -3.1156], [3.8683, -7.1448, -2.8703], [2.4540, -5.8698, -4.0696], [5.3518, -5.4989, 2.2038], [5.6969, -4.3936, 3.3682], [3.2431, -6.0289, 3.8440], [3.5364, -7.4494, 2.3027], [3.8053, -6.2108, 1.1500], [2.0116, -7.4827, 0.3074], [1.3435, -7.7087, 1.8795], [0.1751, -5.7117, 1.9372], [0.0251, -6.2546, 0.3141], [0.3250, -4.0107, 0.1394], [1.5605, -3.8859, 1.3288], [3.5501, -4.3458, -0.0551], [1.9152, -5.7995, -1.2910], [2.6023, -2.3967, -2.1051], [1.4571, -2.3379, -0.8255], [-0.2638, -3.1825, -2.2674], [0.8501, -4.2265, -3.0590], [-0.0634, -2.4128, -4.4880], [1.6623, -2.6764, -4.5356], [1.5052, -0.6307, -2.6605], [1.6727, -0.3942, -4.3766], [-0.7880, -0.2949, -4.5635], [-0.0398, 1.0281, -3.7322], [-2.1747, -0.6293, -2.8804], [-0.8280, -1.1336, -1.8721], [-2.0553, 0.4677, -0.7085], [-2.1141, 1.5923, -2.0041], [-0.4171, 1.8214, 0.0358], [0.5527, 0.6999, -0.8751], [1.3259, 2.5575, -2.0978], [0.1882, 3.5718, -1.1682], [-0.3168, 2.8125, -2.6446], [3.7380, -3.9750, -3.1316], [4.7400, -4.9504, -1.9857], [-3.6354, 2.6294, 1.1079], [-4.9529, 2.7706, 1.3550], [-5.6200, 1.9753, 0.4851], [-5.4304, 4.2132, 1.1641], [-5.3405, 4.5640, -0.1387], [-6.7596, 4.1932, 1.4756], [-4.8053, 5.3129, 2.0411], [-3.7527, 6.1017, 1.4977], [-2.4398, 5.7006, 1.5303], [-2.2529, 4.6359, 2.3358], [-1.7236, 6.7203, 2.0538], [-1.8827, 5.4571, 0.1261], [-2.6313, 4.5554, -0.5428], [-0.6297, 4.9619, 0.2124], [-5.1665, 2.4291, 2.3718], [-5.6008, 6.0311, 2.1906], [-4.5560, 4.9425, 3.0359], [-1.8671, 6.3862, -0.4472], [5.5661, 1.4865, -2.1776], [4.4855, 1.0136, -1.5252], [3.4183, 1.1486, -2.3469], [4.2253, 1.7761, -0.2233], [3.8825, 3.0562, -0.4804], [3.1372, 1.1832, 0.3418], [5.3249, 1.7426, 0.8537], [6.2237, 2.8367, 0.9626], [7.3730, 2.9310, 0.2142], [7.6592, 1.7759, -0.4207], [8.3852, 3.1612, 1.0807], [7.3493, 4.1253, -0.7462], [6.2814, 4.0761, -1.5633], [8.4684, 4.0985, -1.5061], [4.6274, -0.0539, -1.3295], [4.7774, 1.7797, 1.7938], [5.8540, 0.7896, 0.8575], [7.3171, 5.0586, -0.1798], [10.3306, -6.8854, 1.1099], [10.9502, -5.9159, 0.4074], [12.1778, -6.3716, 0.0688], [11.1133, -4.6288, 1.2207], [11.9614, -4.8284, 2.2521], [11.7147, -3.7448, 0.3758], [9.8422, -3.9267, 1.7275], [9.4253, -4.1407, 3.0707], [8.6443, -5.2037, 3.4437], [8.1288, -5.8407, 2.3726], [7.5873, -4.6865, 4.1273], [9.3543, -6.1607, 4.4066], [10.5023, -6.6173, 3.8788], [8.5425, -7.2165, 4.6468], [10.3874, -5.7203, -0.5099], [10.0955, -2.8684, 1.7143], [9.0136, -4.0403, 1.0288], [9.5750, -5.6498, 5.3465], [-9.7600, 10.6408, 2.4211], [-10.1119, 11.1960, 1.2444], [-11.3664, 11.6849, 1.3778], [-10.1014, 10.1793, 0.0996], [-11.0664, 9.2538, 0.2845], [-10.4395, 10.8904, -1.0134], [-8.7731, 9.4802, -0.2359], [-8.5341, 8.1748, 0.2722], [-8.0087, 7.9487, 1.5183], [-7.5233, 9.0800, 2.0655], [-6.9462, 7.1158, 1.3473], [-8.9769, 7.2139, 2.4502], [-10.1356, 7.8824, 2.5754], [-8.4062, 7.1112, 3.6746], [-9.4374, 12.0280, 1.0230], [-8.8165, 9.3214, -1.3117], [-7.9199, 10.1372, -0.0691], [-9.1838, 6.2145, 2.0606], [-3.8285, -7.6849, 2.9976], [-3.2507, -6.8480, 2.1131], [-2.0866, -7.4116, 1.7134], [-2.9447, -5.4756, 2.7185], [-1.9950, -5.5847, 3.6712], [-2.4041, -4.7489, 1.6986], [-4.1195, -4.6394, 3.2528], [-4.3948, -4.6454, 4.6460], [-5.1824, -5.6028, 5.2409], [-5.8383, -6.3538, 4.3334], [-6.1216, -4.9453, 5.9581], [-4.4028, -6.4629, 6.2418], [-3.3410, -7.0505, 5.6606], [-5.2188, -7.4328, 6.7155], [-3.9032, -6.7470, 1.2411], [-3.8219, -3.6095, 3.0642], [-5.0242, -4.7974, 2.6659], [-4.0533, -5.8452, 7.0719], [-3.1009, 2.7539, -6.6673], [-2.6303, 3.8558, -7.2819], [-1.3815, 3.5788, -7.7257], [-2.5586, 5.0623, -6.3413], [-1.6349, 4.8550, -5.3792], [-2.1027, 6.0901, -7.1146], [-3.8653, 5.5651, -5.7029], [-4.1812, 5.1741, -4.3754], [-4.8343, 3.9961, -4.0850], [-5.3423, 3.4163, -5.1927], [-5.8826, 4.3165, -3.2958], [-3.9604, 3.0328, -3.2782], [-2.8064, 2.7695, -3.9250], [-4.6232, 1.8648, -3.1085], [-3.2621, 4.0827, -8.1455], [-3.7230, 6.6408, -5.6163], [-4.7154, 5.4329, -6.3721], [-3.7312, 3.4631, -2.3044]],
  "mulliken_charge": [0.2372, -0.6571, 0.2910, -0.3695, -0.2407, -0.4587, -1.3451, -0.7386, -1.4102, 0.8330, -1.2548, -0.7620, -1.3160, 0.0151, -0.8160, -0.6453, 0.3341, -0.0794, -0.6742, -0.6772, 0.2860, -0.5820, -0.2377, 0.2984, 0.2259, 0.3634, 0.5260, 0.1133, 0.3672, 0.4979, 0.3138, 0.5784, 0.8184, 0.3924, -0.2012, -0.0725, 0.8322, 0.4560, 0.4377, 0.7400, 0.3659, 0.3196, -0.2755, 0.3991, 0.5655, 0.3158, 0.4438, 0.0917, 0.5737, -0.8415, 0.6927, -0.2831, 0.1852, 0.0900, 0.1145, 0.4185, 0.4908, -0.1587, -0.0383, -0.2841, 1.1897, -0.2385, -0.3423, -0.5197, -0.4852, 0.8751, -0.2861, -0.3115, 0.0841, -0.1619, -0.2875, 0.2362, 0.0883, 0.4182, 0.2397, -0.2504, 0.0567, -0.1976, 1.1352, -0.3063, -0.2937, -0.9966, -0.4091, 0.8079, -0.2955, -0.3032, 0.1769, -0.2042, -0.2600, 0.2706, 0.4365, 0.3817, 0.2384, -0.2196, 0.0995, -0.2688, 0.8710, -0.2737, -0.3244, -0.7204, -0.3629, 0.8212, -0.3088, -0.3840, 0.1746, -0.2189, -0.2546, 0.2911, 0.4088, 0.3593, 0.2524, -0.2176, 0.0946, -0.2645, 0.8687, -0.2692, -0.3274, -0.7221, -0.3439, 0.6022, -0.3089, -0.3376, 0.3518, -0.2440, -0.2591, 0.2882, 0.4014, 0.3336, 0.2211, -0.2278, 0.0490, -0.1999, 1.1458, -0.3057, -0.2963, -0.9119, -0.3974, 0.8082, -0.2878, -0.3051, 0.1872, -0.2087, -0.2615, 0.2681, 0.4273, 0.3400, 0.2428, -0.1891, 0.0589, -0.2652, 0.9154, -0.2348, -0.3341, -0.7777, -0.3335, 0.5747, -0.3042, -0.2674, 1.1590, -0.1565, -0.3088, 0.2531, 0.3974, 0.3195, -0.4732],
  "smiles": "[H]/N=C(\\N)NCCCC[PH2](CCCCCCCCC)CC(=O)F.FC(F)C(F)(F)COC(F)(F)C(F)F.FC(F)C(F)(F)COC(F)(F)C(F)F.FC(F)C(F)(F)COC(F)(F)C(F)F.FC(F)C(F)(F)COC(F)(F)C(F)F.FC(F)C(F)(F)COC(F)(F)C(F)F.FC(F)C(F)(F)COC(F)(F)C(F)F",
  "orbital_gap_ev": 8.1553,
  "lumo_ev": -0.11,
  "fmax_ev_per_a": 3.705
}

---

(2)
{
  "formula": "C21H28F5O2V",
  "method": "ωB97M-V/def2-TZVPD",
  "symbols": ["O", "C", "C", "H", "H", "C", "H", "H", "C", "H", "H", "H", "C", "H", "H", "H", "V", "C", "C", "C", "H", "C", "C", "H", "H", "H", "H", "C", "C", "C", "H", "C", "C", "H", "H", "H", "H", "O", "C", "C", "H", "H", "C", "H", "H", "C", "H", "H", "H", "H", "F", "C", "F", "C", "F", "F", "F"],
  "positions_angstrom": [[4.4979, 3.5557, -0.1546], [5.4622, 3.0211, -1.1204], [5.8936, 1.8626, -0.2109], [6.2696, 3.7488, -1.2741], [5.0066, 2.7196, -2.0798], [4.8000, 2.4399, 0.7528], [6.8922, 2.0252, 0.1982], [5.7352, 0.8524, -0.6164], [5.4107, 2.9188, 2.0609], [6.2468, 3.6057, 1.8619], [5.7731, 2.0356, 2.5966], [4.6579, 3.4176, 2.6804], [3.5779, 1.5618, 0.9680], [2.9512, 1.5192, 0.0718], [2.9900, 1.9906, 1.7886], [3.8558, 0.5446, 1.2729], [-0.2007, 0.9633, -0.0929], [0.1289, -1.1720, -1.1724], [-0.9001, -0.5899, -1.9661], [-0.4104, 0.6477, -2.4850], [-1.8416, -1.0624, -2.2488], [0.9416, 0.8448, -2.0151], [1.2711, -0.2917, -1.1684], [2.2401, -0.5017, -0.7195], [0.1079, -2.1843, -0.7694], [-0.9043, 1.2383, -3.2490], [1.6164, 1.6483, -2.3008], [-1.5436, -0.5177, 1.0732], [-0.2519, -0.9699, 1.4797], [0.4456, 0.1216, 2.0532], [0.1148, -2.0017, 1.4691], [-0.4583, 1.2428, 2.1283], [-1.7169, 0.8167, 1.5571], [-2.6534, 1.3576, 1.6257], [-2.3421, -1.1199, 0.6116], [1.4418, 0.0806, 2.5047], [-0.2701, 2.1575, 2.6796], [1.0176, 4.7147, 0.2019], [2.0330, 5.6665, 0.7010], [1.7621, 7.1176, 0.2657], [3.0049, 5.3497, 0.3005], [2.0496, 5.6640, 1.8018], [0.4172, 7.0391, -0.4747], [2.5446, 7.4838, -0.4107], [1.7133, 7.8003, 1.1265], [-0.0018, 5.5718, -0.3564], [0.4884, 7.2908, -1.5364], [-0.3287, 7.6847, -0.0003], [-0.2466, 5.1319, -1.3268], [-0.8489, 5.5436, 0.3412], [-1.5738, 3.4100, 0.3504], [-1.5353, 2.5806, -0.7732], [-0.8400, 3.2606, -1.7835], [-2.9785, 2.4463, -1.2400], [-3.7234, 1.7933, -0.3113], [-3.5124, 3.6821, -1.4022], [-3.0789, 1.7834, -2.4202]],
  "mulliken_charge": [-0.4255, -0.5850, -0.8027, 0.3188, 0.2557, 1.7986, 0.3316, 0.2575, -1.8617, 0.4379, 0.3989, 0.3531, -1.4886, -0.1305, 0.3823, 0.4958, 0.5414, -0.7113, -0.1122, -0.7446, 0.4988, -0.3450, -0.7958, 0.4728, 0.5886, 0.5373, 0.5101, -0.5595, -0.3780, -0.5075, 0.5068, -0.4172, -0.6856, 0.5749, 0.4244, 0.5507, 0.5288, -0.2105, -0.1657, -0.5152, 0.0169, 0.2623, -0.6184, 0.2073, 0.2888, -0.0994, 0.2607, 0.2649, 0.1340, 0.2137, -0.2897, 0.3646, -0.3482, 0.8142, -0.2691, -0.2690, -0.2561],
  "relative_energy_kj_mol": 40.6,
  "orbital_gap_ev": [8.0984, 8.9056],
  "lumo_ev": [0.27, 0.45],
  "multiplicity": 3,
  "fmax_ev_per_a": 3.182
}

---

(3)
{
  "formula": "C5H16N2O",
  "method": "ωB97M-V/def2-TZVPD",
  "symbols": ["C", "C", "C", "C", "C", "N", "N", "H", "H", "H", "H", "H", "H", "H", "H", "H", "H", "H", "H", "H", "H", "H", "H", "O"],
  "positions_angstrom": [[-1.7489, -1.2693, 0.3117], [-1.3442, 0.1681, 0.4249], [-0.6102, 0.6072, -0.9114], [0.8465, 0.2255, -0.9176], [1.3205, -0.9849, -1.2066], [2.8030, -1.1629, -1.0308], [-2.5396, 1.0728, 0.6430], [-1.1571, -1.9662, 0.9133], [-2.7529, -1.5795, 0.6389], [-1.7656, -1.7889, -0.6543], [-0.5785, 0.3084, 1.1855], [-0.5790, 1.7027, -0.8891], [-1.1300, 0.0928, -1.7144], [1.5844, 0.9732, -0.6472], [0.8126, -1.8350, -1.6339], [3.1192, -0.8253, -0.1346], [3.2844, -0.5797, -1.7110], [2.9939, -2.1466, -1.1679], [-2.5659, 1.7183, -0.1476], [-2.4375, 1.6909, 1.4480], [-3.4347, 0.6073, 0.7558], [2.5960, 1.2162, 2.3658], [1.4954, 2.3013, 2.2020], [1.7880, 1.4535, 1.8773]],
  "mulliken_charge": [-1.4824, 0.4152, -1.2455, -0.3707, -0.2458, -0.2406, -0.1959, 0.3587, 0.4342, 0.3371, 0.2408, 0.5064, 0.4939, 0.3434, 0.3905, 0.3465, 0.3776, 0.3775, 0.4001, 0.3700, 0.3684, 0.3045, 0.3004, -0.5843],
  "total_charge": 2,
  "relative_energy_kj_mol": 94.7,
  "orbital_gap_ev": 11.6981,
  "lumo_ev": -6.48,
  "fmax_ev_per_a": 2.876
}

---

(4)
{
  "formula": "C11H15NO",
  "method": "ωB97M-V/def2-TZVPD",
  "symbols": ["C", "O", "C", "C", "C", "C", "C", "C", "C", "C", "C", "N", "C", "H", "H", "H", "H", "H", "H", "H", "H", "H", "H", "H", "H", "H", "H", "H"],
  "positions_angstrom": [[2.8074, -0.2735, 2.4702], [2.1592, -0.0944, 1.2333], [0.9944, -0.4328, 1.3453], [0.3147, -1.0023, 2.4940], [-1.0198, -1.6279, 2.4359], [-1.5598, -1.5563, 0.9945], [-1.0070, -0.7074, 0.0004], [0.1931, -0.0769, 0.1675], [1.0137, 0.8513, -0.6952], [-0.0347, 1.5525, -1.5483], [-0.9298, 0.5942, -2.4362], [-1.7803, 1.1229, -3.4678], [-1.8170, -0.2952, -1.2957], [3.6620, 0.2682, 2.3872], [2.3314, -0.2218, 3.4060], [3.1018, -1.3149, 2.6499], [0.7511, -1.0714, 3.5189], [-1.4589, -1.9170, 3.4264], [-2.5621, -2.0635, 0.5175], [1.6420, 0.3127, -1.4285], [1.6427, 1.4332, 0.1032], [-0.5912, 2.3267, -0.9063], [0.6754, 2.1511, -2.0977], [-0.1691, -0.1184, -3.0100], [-1.6016, 1.2271, -4.5937], [-1.9709, 2.1812, -2.9602], [-2.8925, 0.0536, -0.9617], [-1.8941, -1.3010, -1.7487]],
  "mulliken_charge": [-1.1445, -0.2879, 0.3865, -0.5919, -0.8219, -0.5146, 0.8419, 0.3706, -0.1192, -1.1557, 0.1806, -0.6073, -0.9592, 0.3687, 0.4407, 0.4425, 0.0714, 0.3282, 0.1607, 0.1974, 0.3189, 0.3997, 0.2840, 0.3052, 0.2768, 0.3195, 0.1706, 0.3384],
  "relative_energy_kj_mol": 590.6,
  "smiles": "COc1cccc2c1CC[C@H](N)C2",
  "orbital_gap_ev": 8.4223,
  "lumo_ev": 0.81,
  "fmax_ev_per_a": 11.292
}